Here is a molecular structure, C17H36MnN6O4SSi4Te from the OMol25 dataset. Energies are from ωB97M-V/def2-TZVPD.

## Properties
- 2S+1: 6
- E_HOMO (alpha / beta): -7.339 / -7.445 eV
- Expectation value of S²: 8.76
- E_LUMO (alpha / beta): 0.0 / 0.0 eV
- Total charge: 0
- Orbital gap (alpha / beta): 7.33 / 7.43 eV

Element x y z (Å)
Mn (0.91852, -1.42054, -0.74522)
O (4.01296, -6.20644, 0.81034)
C (3.13712, -5.94794, 1.76094)
O (3.03291, -6.62150, 2.75610)
C (2.25689, -4.75546, 1.57768)
C (1.29174, -4.41131, 2.49912)
N (0.67598, -3.31534, 2.03935)
N (1.17960, -2.91271, 0.87023)
C (2.14625, -3.77324, 0.57142)
C (2.89728, -3.56746, -0.71884)
O (3.73872, -4.40019, -1.05514)
O (2.57923, -2.52027, -1.37178)
H (3.95588, -5.54395, 0.06199)
H (1.03070, -4.88387, 3.43073)
H (-0.08414, -2.79927, 2.45325)
C (2.72651, -1.51458, -5.64876)
C (1.69703, -2.32503, -4.95802)
N (1.26930, -3.48560, -5.33030)
N (0.37377, -3.84713, -4.35962)
C (0.24300, -2.94601, -3.38170)
S (-0.72355, -3.02049, -2.00891)
N (1.07802, -1.95104, -3.78055)
N (1.30617, -0.82411, -3.00332)
H (2.98512, -2.01411, -6.57801)
H (3.62388, -1.43147, -5.03287)
H (2.36346, -0.51036, -5.86994)
H (-0.08167, -4.74260, -4.39411)
H (0.78654, -0.02547, -3.35567)
H (2.30159, -0.62442, -2.97070)
C (-1.76190, 5.03014, 2.12196)
Si (-0.17069, 4.09886, 1.74830)
C (0.83595, 5.06800, 0.49754)
C (0.82160, 3.91356, 3.33241)
Si (-0.64871, 1.96968, 0.88511)
Te (1.55833, 1.02497, 0.17589)
Si (-1.47098, 0.54254, 2.54356)
C (-2.92790, 1.31136, 3.45229)
C (-2.04773, -1.09032, 1.78351)
C (-0.10454, 0.12678, 3.76012)
Si (-2.00955, 2.07227, -1.02017)
C (-2.46469, 0.31797, -1.51354)
C (-1.03336, 2.86795, -2.41745)
C (-3.59655, 3.04049, -0.74456)
H (-1.55337, 5.97327, 2.63441)
H (-2.42818, 4.44367, 2.75935)
H (-2.30330, 5.26502, 1.20303)
H (1.10306, 6.05035, 0.89626)
H (0.27280, 5.22063, -0.42652)
H (1.75576, 4.53651, 0.24439)
H (1.17264, 4.89222, 3.67181)
H (1.69449, 3.27541, 3.17785)
H (0.21735, 3.48168, 4.13392)
H (-3.73178, 1.57644, 2.76104)
H (-2.62104, 2.22371, 3.96987)
H (-3.33917, 0.62811, 4.20036)
H (-3.01118, -0.99271, 1.28169)
H (-2.16630, -1.85102, 2.56437)
H (-1.33454, -1.45152, 1.03548)
H (0.26005, 1.01283, 4.28295)
H (0.74780, -0.31488, 3.23708)
H (-0.46432, -0.58382, 4.51093)
H (-1.62631, -0.37335, -1.37683)
H (-2.77924, 0.25551, -2.55923)
H (-3.28693, -0.05325, -0.89839)
H (-0.02565, 2.44565, -2.46314)
H (-0.92165, 3.94323, -2.25807)
H (-1.53123, 2.72419, -3.38072)
H (-4.18349, 2.61609, 0.07368)
H (-4.21796, 3.01787, -1.64438)
H (-3.39641, 4.08586, -0.50389)

---

Here is a molecular structure, C17H36N2O7S from the OMol25 dataset. Energies are from ωB97M-V/def2-TZVPD.

## Properties
- E_HOMO: -9.484 eV
- E_LUMO: 0.3 eV
- Total charge: 0
- Orbital gap: 9.79 eV

Element x y z (Å)
C (-3.97606, 3.01066, -1.33722)
C (-2.89030, 2.24476, -1.25850)
C (-2.25055, 1.71426, -2.51953)
C (-1.28875, 2.70435, -3.20003)
C (0.14362, 2.76609, -2.64294)
C (1.15648, 2.01660, -3.50136)
N (2.57354, 2.17900, -3.29090)
O (0.79765, 1.29519, -4.34115)
O (-3.29616, 1.54051, -3.53961)
S (-2.80931, 0.29576, -4.48483)
O (-2.42906, 0.72855, -5.75582)
O (-3.83065, -0.67056, -4.42959)
O (-1.56077, -0.28227, -3.60798)
C (-1.85053, 0.25622, -2.29865)
C (-0.98340, -0.17890, -1.09828)
C (0.34251, -0.86334, -1.47889)
C (1.36911, -0.80264, -0.32197)
C (1.70575, 0.64424, 0.04305)
N (2.99679, 0.77075, 0.75977)
H (-3.99734, 3.90952, -0.73167)
H (-4.82099, 2.72371, -1.94736)
H (-2.47078, 2.04457, -0.28011)
H (-1.24825, 2.58281, -4.27829)
H (-1.72064, 3.69150, -3.03182)
H (0.18471, 2.48915, -1.58982)
H (0.45239, 3.81822, -2.68020)
H (2.89007, 1.61588, -2.50710)
H (2.74983, 3.16102, -3.08709)
H (-2.81822, -0.21408, -2.07452)
H (-1.56016, -0.93026, -0.56341)
H (-0.86535, 0.64865, -0.40801)
H (0.76735, -0.41445, -2.38012)
H (0.12646, -1.89681, -1.74306)
H (0.89371, -1.30395, 0.52213)
H (2.26816, -1.31385, -0.66700)
H (1.78251, 1.20798, -0.88362)
H (0.88100, 1.02097, 0.65396)
H (2.79129, 0.72720, 1.75317)
H (3.31809, 1.71888, 0.59203)
C (-2.69122, -1.26084, 3.14619)
C (-1.40807, -0.44947, 3.22900)
C (-1.32872, 0.33030, 4.53214)
O (-1.33708, 0.45312, 2.12160)
H (-3.56596, -0.60483, 3.18030)
H (-2.73746, -1.80837, 2.20368)
H (-2.76112, -1.97512, 3.96773)
H (-0.54709, -1.11526, 3.14654)
H (-2.16000, 1.03693, 4.61062)
H (-0.40741, 0.91320, 4.57392)
H (-1.35834, -0.33709, 5.39459)
H (-2.09175, 1.05183, 2.17777)
C (3.51356, -4.49856, 1.93716)
C (3.02605, -3.08347, 2.20619)
C (3.68090, -2.49627, 3.44668)
O (1.60499, -3.08946, 2.37239)
H (3.26398, -5.15861, 2.77306)
H (3.02809, -4.90748, 1.05016)
H (4.59380, -4.52292, 1.78595)
H (3.24190, -2.45102, 1.34443)
H (3.43660, -3.09221, 4.33102)
H (3.31392, -1.48515, 3.63024)
H (4.76612, -2.45923, 3.34169)
H (1.40054, -3.64592, 3.13329)

---

Here is a molecular structure, C17H36N4O5RuS3Sb from the OMol25 dataset. Energies are from ωB97M-V/def2-TZVPD.

## Properties
- 2S+1: 2
- E_HOMO (alpha / beta): -12.931 / -12.881 eV
- Expectation value of S²: 0.76
- E_LUMO (alpha / beta): -7.5 / -7.3 eV
- Total charge: +2
- Orbital gap (alpha / beta): 5.46 / 5.59 eV

Element x y z (Å)
Ru (-0.83629, 0.22884, 0.60424)
O (-2.48970, -3.00862, -1.54599)
C (-1.59008, -2.14921, -1.14465)
O (-1.53633, -1.74977, 0.01529)
C (-0.64988, -1.73555, -2.25565)
O (0.45414, -1.12225, -1.66371)
C (1.05408, 0.03660, -2.24914)
C (0.89365, 1.14094, -1.20668)
O (0.28998, 2.18779, -1.51469)
O (1.33131, 0.89455, -0.03645)
H (-3.10557, -3.22573, -0.82431)
H (-1.21010, -1.08262, -2.93560)
H (-0.36256, -2.63154, -2.81410)
H (0.58622, 0.31292, -3.19314)
H (2.11097, -0.17229, -2.40806)
N (-0.63536, 2.23005, 1.15019)
N (-0.18774, 2.50698, 2.45590)
C (-0.21415, 1.54048, 3.37602)
N (0.17210, 1.82515, 4.61202)
S (-0.75080, -0.02626, 2.96867)
H (0.06632, 2.53657, 0.46310)
H (-1.51447, 2.72123, 0.99456)
H (0.08732, 3.45621, 2.66519)
H (0.43612, 2.75439, 4.90050)
H (0.09138, 1.11939, 5.32606)
C (2.98121, -4.65223, 0.64073)
C (2.37221, -3.42212, -0.02206)
C (3.37315, -2.76606, -0.96500)
Sb (1.61627, -1.96114, 1.41228)
C (0.66243, -3.06524, 3.05010)
C (1.41979, -4.27300, 3.60043)
C (-0.75131, -3.49007, 2.66665)
C (3.27828, -0.99182, 2.42449)
C (4.32239, -2.02340, 2.85046)
C (3.94326, 0.12887, 1.63444)
H (3.33263, -5.31946, -0.15104)
H (2.27097, -5.21143, 1.24101)
H (3.84307, -4.40452, 1.25910)
H (1.46938, -3.71197, -0.56551)
H (4.26748, -2.44010, -0.43108)
H (2.95364, -1.91741, -1.49302)
H (3.69456, -3.49477, -1.71315)
H (0.63381, -2.28674, 3.81199)
H (1.32810, -5.13329, 2.94074)
H (0.96144, -4.55735, 4.55131)
H (2.47491, -4.09542, 3.79359)
H (-0.72333, -4.26914, 1.90084)
H (-1.37203, -2.67942, 2.29111)
H (-1.25406, -3.91448, 3.53914)
H (2.77716, -0.58448, 3.30768)
H (4.85169, -2.42262, 1.98442)
H (3.91763, -2.85284, 3.42627)
H (5.06726, -1.52715, 3.47776)
H (4.46652, -0.26586, 0.76151)
H (4.69490, 0.60477, 2.26959)
H (3.24546, 0.88744, 1.30137)
S (-3.03438, 0.78642, -0.21769)
C (-3.25603, 1.96269, -1.44176)
N (-2.36137, 2.57635, -2.16795)
C (-2.85143, 3.62748, -3.06432)
C (-4.34173, 3.36356, -3.26892)
S (-4.88089, 2.43498, -1.79599)
H (-1.35649, 2.37103, -2.07414)
H (-2.30390, 3.58883, -4.00348)
H (-2.67581, 4.60067, -2.60298)
H (-4.54108, 2.75867, -4.15043)
H (-4.91335, 4.28505, -3.33039)

---

Here is a molecular structure, C17H36N5O3PSV from the OMol25 dataset. Energies are from ωB97M-V/def2-TZVPD.

## Properties
- 2S+1: 2
- E_HOMO (alpha / beta): -18.481 / -18.485 eV
- Expectation value of S²: 0.77
- E_LUMO (alpha / beta): -14.1 / -13.7 eV
- Total charge: +4
- Orbital gap (alpha / beta): 4.37 / 4.83 eV

Element x y z (Å)
V (0.44820, -1.04900, -0.58211)
N (0.17158, -2.72160, 0.66513)
C (-0.83280, -2.48063, 1.77460)
C (-1.01661, -0.98989, 2.00004)
N (-1.01575, -0.24778, 0.67264)
C (-2.38120, -0.18864, 0.02516)
C (-2.59221, -1.41395, -0.83026)
N (-1.38203, -1.56312, -1.71075)
H (-0.10033, -3.56273, 0.15621)
H (1.08057, -2.93830, 1.07254)
H (-0.49258, -2.95278, 2.69377)
H (-1.76214, -2.97082, 1.49949)
H (-0.19743, -0.59359, 2.59082)
H (-1.94108, -0.78849, 2.53821)
H (-0.78742, 0.71773, 0.91892)
H (-2.41687, 0.71265, -0.58956)
H (-3.16350, -0.09481, 0.77707)
H (-3.50591, -1.31881, -1.41467)
H (-2.69148, -2.31538, -0.23256)
H (-1.52098, -0.98334, -2.53687)
H (-1.34701, -2.51404, -2.07815)
N (4.00531, -1.80971, 0.36278)
C (3.48253, -1.07503, 1.36861)
S (2.01840, -0.14182, 1.10950)
N (4.05310, -1.11291, 2.53703)
C (3.80212, -0.46434, 3.80963)
C (4.28447, -1.15121, 4.90856)
C (4.12640, -0.61524, 6.17559)
C (3.50169, 0.60983, 6.33580)
C (3.04785, 1.30430, 5.22765)
C (3.19551, 0.77523, 3.95330)
H (3.67105, -1.66239, -0.57255)
H (4.89198, -2.28580, 0.46082)
H (4.84318, -1.75047, 2.59464)
H (4.77443, -2.11225, 4.78623)
H (4.49424, -1.15676, 7.03592)
H (3.38975, 1.03803, 7.32209)
H (2.60666, 2.28381, 5.35449)
H (2.90436, 1.36366, 3.09818)
C (-0.72161, 3.36377, -5.17256)
C (-0.54396, 1.92604, -4.79557)
O (0.41625, 1.84371, -3.58257)
P (0.62403, 1.35961, -2.18489)
O (1.78867, 2.02274, -1.51025)
C (2.78512, 3.19398, -1.62161)
C (2.58887, 4.03655, -2.84705)
O (1.38008, -1.75102, -1.69314)
C (2.05709, -2.41687, -2.82755)
C (2.99639, -1.46346, -3.52118)
H (-1.31709, 3.37795, -6.08924)
H (0.23302, 3.84125, -5.38903)
H (-1.26123, 3.92862, -4.41269)
H (-0.03221, 1.34371, -5.55521)
H (-1.46704, 1.43495, -4.49660)
H (3.74826, 2.69424, -1.58374)
H (2.62068, 3.73155, -0.69308)
H (2.81522, 3.49930, -3.76749)
H (3.29595, 4.86567, -2.76567)
H (1.58935, 4.47062, -2.89450)
H (1.28042, -2.77578, -3.49803)
H (2.57058, -3.28273, -2.41646)
H (2.47104, -0.58344, -3.89993)
H (3.42264, -1.98515, -4.37946)
H (3.82183, -1.14676, -2.88264)

---

In order of appearance, E = -4274.2922 -1703.6059 -2793.7328 -2850.9860 hartree.
In order of appearance, max |F| = 0.0049 0.0673 0.0433 0.0481 hartree/bohr.